1.
Below is 2 unconnected molecules or ions with the total composition C16H31N3O6P, with properties calculated with ωB97M-V/def2-TZVPD.

Summary:
Spin multiplicity: 2
Frontier orbital gap (spin up / spin down) in Eh: 0.362 / 0.339
Highest occupied orbital energy (spin up / spin down) in Ha: -0.345 / -0.358
M in g/mol: 392.413
DFT total energy in eV: -43135.0298
F_max in eV/A: 6.759
Charge: 0

Atoms and positions in Å:
C 3.0277 -1.6946 -1.1322
C 2.2296 -0.2930 -1.3742
N 2.4256 0.6399 -0.4589
C 1.3396 -0.1712 -2.7041
C -0.2536 -0.1074 -2.4715
N -0.7891 1.2335 -2.9781
C -0.2953 2.2214 -2.3016
O 0.0592 3.2023 -1.6200
C -0.7433 -0.4419 -0.9772
C -2.2906 -0.9326 -0.9141
C -2.5509 -1.2924 0.6627
C -3.3122 0.2806 -1.2407
N -2.5677 -2.2003 -1.6700
O -3.7278 -1.9623 -2.3074
C -1.5388 -2.4954 -2.7206
C -2.3286 -3.3554 -3.8739
C -0.3804 -3.5282 -2.1955
C -0.9486 -1.2071 -3.4782
H 2.4745 -2.4063 -0.4288
H 4.0923 -1.4636 -0.7345
H 3.1613 -2.2215 -2.1456
H 1.8834 1.4604 -0.7849
H 1.6009 -1.0985 -3.3527
H 1.7652 0.7277 -3.3052
H -0.6848 0.4564 -0.2460
H -0.1368 -1.2832 -0.4594
H -2.2624 -0.4186 1.3501
H -1.8839 -2.2059 0.9325
H -3.6328 -1.6326 0.8543
H -2.9405 1.1809 -0.6038
H -4.3881 0.0768 -0.8592
H -3.2993 0.6258 -2.3301
H -1.5235 -3.9153 -4.4980
H -2.9990 -4.1706 -3.4300
H -2.8695 -2.6751 -4.6295
H 0.4453 -3.0083 -1.5993
H 0.1341 -3.9490 -3.1479
H -0.8891 -4.3895 -1.6345
H -0.2530 -1.4977 -4.3517
H -1.8580 -0.6878 -3.9841
C 1.4499 4.4624 6.0732
O 2.1240 3.8694 4.9730
P 1.3329 2.7806 4.1053
O -0.0473 2.4733 4.5546
O 2.3277 1.5248 4.0907
C 2.5358 0.8554 5.3233
O 1.4574 3.3571 2.6210
C 1.0464 2.5050 1.5618
H 1.4629 3.7776 6.9238
H 1.9751 5.3789 6.3476
H 0.4202 4.7177 5.8156
H 1.6023 0.7621 5.8839
H 3.2695 1.4048 5.9175
H 2.9220 -0.1436 5.1168
H 0.0386 2.1214 1.7425
H 1.7463 1.6746 1.4592
H 1.0451 3.0783 0.6342

Löwdin charges, unit e, in atom order: atom 1 (C): -0.0662, atom 2 (C): -0.3380, atom 3 (N): 0.1189, atom 4 (C): -0.0741, atom 5 (C): -0.3603, atom 6 (N): 0.1382, atom 7 (C): -0.2012, atom 8 (O): 0.0959, atom 9 (C): -0.0639, atom 10 (C): -0.4323, atom 11 (C): -0.0536, atom 12 (C): -0.0586, atom 13 (N): -0.0851, atom 14 (O): -0.0463, atom 15 (C): -0.4302, atom 16 (C): -0.0707, atom 17 (C): -0.0306, atom 18 (C): -0.0586, atom 19 (H): 0.0728, atom 20 (H): 0.0883, atom 21 (H): 0.0705, atom 22 (H): 0.0278, atom 23 (H): 0.1091, atom 24 (H): 0.1406, atom 25 (H): 0.1261, atom 26 (H): 0.1237, atom 27 (H): 0.0896, atom 28 (H): 0.0909, atom 29 (H): 0.0938, atom 30 (H): 0.0965, atom 31 (H): 0.0976, atom 32 (H): 0.0801, atom 33 (H): 0.0848, atom 34 (H): 0.0956, atom 35 (H): 0.0899, atom 36 (H): 0.0503, atom 37 (H): 0.0902, atom 38 (H): 0.0977, atom 39 (H): 0.1336, atom 40 (H): 0.1289, atom 41 (C): -0.1087, atom 42 (O): -0.2109, atom 43 (P): 0.4013, atom 44 (O): -0.2430, atom 45 (O): -0.2173, atom 46 (C): -0.1065, atom 47 (O): -0.1978, atom 48 (C): -0.1223, atom 49 (H): 0.0891, atom 50 (H): 0.0888, atom 51 (H): 0.0865, atom 52 (H): 0.0876, atom 53 (H): 0.0885, atom 54 (H): 0.0898, atom 55 (H): 0.0875, atom 56 (H): 0.0566, atom 57 (H): 0.0690



2.
Below is 2 unconnected molecules or ions with the total composition C3H4F3NO, with properties calculated with ωB97M-V/def2-TZVPD.

Summary:
SMILES: C/N=C\F.O=C(F)F
Frontier orbital gap in Eh: 0.421
Highest occupied orbital energy in Ha: -0.392
M in g/mol: 127.065
DFT total energy in eV: -14865.4842
F_max in eV/A: 0.844
Charge: 0

Atoms and positions in Å:
C 0.0157 -1.2765 -0.3388
C -1.8355 0.0181 0.2707
C 2.0653 1.2365 0.2033
N -0.4748 -0.4128 0.3943
O 1.6503 1.7739 1.1424
F 2.8161 0.1518 0.1834
F -0.6292 -1.8726 -1.3696
F 1.9134 1.6045 -1.0526
H 1.0284 -1.6376 -0.2460
H -1.8475 1.1059 0.3152
H -2.3286 -0.3291 -0.6421
H -2.3736 -0.3620 1.1396

Löwdin charges, unit e, in atom order: atom 1 (C): -0.2346, atom 2 (C): -0.1052, atom 3 (C): -0.6155, atom 4 (N): 0.0142, atom 5 (O): 0.2215, atom 6 (F): 0.1604, atom 7 (F): 0.0266, atom 8 (F): 0.1706, atom 9 (H): 0.1173, atom 10 (H): 0.0807, atom 11 (H): 0.0772, atom 12 (H): 0.0868



3.
Below is a gas-phase ion, C6H12N3O (charge +1), with properties calculated with ωB97M-V/def2-TZVPD.

Summary:
Spin multiplicity: 3
Frontier orbital gap (spin up / spin down) in Eh: 0.251 / 0.243
Highest occupied orbital energy (spin up / spin down) in Ha: -0.383 / -0.463
M in g/mol: 142.182
DFT total energy in eV: -12921.4254
F_max in eV/A: 3.681
Charge: +1

Atoms and positions in Å:
C -0.2434 -1.6402 -1.2751
C -0.9982 -0.5514 -1.4998
C 0.5588 -0.2995 0.7894
C -2.0857 -0.6731 -2.4878
C 2.0160 -0.3904 0.3117
C -0.1478 2.0826 0.7886
N -0.9023 0.5893 -0.8130
N -0.1724 0.7756 0.2806
N 0.3991 -0.3388 2.2503
O 0.5612 -2.4955 -1.3721
H -1.9663 -0.2334 -3.5383
H -2.9041 -0.0469 -2.1073
H -2.4943 -1.7358 -2.5652
H 2.2066 -0.1721 -0.7181
H 2.5803 -1.4167 0.3596
H 2.7534 0.2308 0.9235
H -0.7722 2.7683 0.2036
H -0.3144 2.0777 1.9659
H 0.8476 2.4517 0.7942
H 0.0065 -1.2205 2.4439
H -0.2131 0.4620 2.4210
H 1.2846 -0.2238 2.8444

Löwdin charges, unit e, in atom order: atom 1 (C): -0.1076, atom 2 (C): -0.3532, atom 3 (C): -0.2312, atom 4 (C): -0.0348, atom 5 (C): -0.0299, atom 6 (C): -0.0196, atom 7 (N): 0.1156, atom 8 (N): -0.2312, atom 9 (N): 0.2472, atom 10 (O): 0.1919, atom 11 (H): 0.1163, atom 12 (H): 0.0864, atom 13 (H): 0.1168, atom 14 (H): 0.0780, atom 15 (H): 0.1246, atom 16 (H): 0.1085, atom 17 (H): 0.1208, atom 18 (H): 0.1208, atom 19 (H): 0.0795, atom 20 (H): 0.1548, atom 21 (H): 0.1298, atom 22 (H): 0.2166



4.
Below is a molecular structure, C26H44BF5N2NbO21, with properties calculated with ωB97M-V/def2-TZVPD.

Summary:
Frontier orbital gap in Eh: 0.246
Highest occupied orbital energy in Ha: -0.193
M in g/mol: 919.339
DFT total energy in eV: -89457.9042
F_max in eV/A: 7.363
Charge: -1

Atoms and positions in Å:
C 4.8986 2.3005 3.0525
C 3.6555 2.3257 4.1635
C 3.0314 0.8441 4.4848
C 1.9441 0.2933 3.3888
O 1.0250 1.3175 2.8559
Nb -0.7577 0.3928 2.1869
C -0.2469 0.7248 -0.0234
C 1.2407 0.1197 -0.4568
C 2.4422 1.2166 -0.2489
N 2.2733 2.6277 0.2968
O 3.6892 0.8318 -0.6380
C -1.4084 0.1375 4.3549
O -1.0581 -1.1888 4.9465
O -1.2229 -1.0335 6.2324
O -1.8468 2.1974 2.1230
C -1.1938 3.2816 2.8723
C -2.3429 4.4316 3.2657
C -2.9038 5.2339 1.9199
B -2.6095 -0.8749 1.5970
N -3.3539 -1.7687 2.6153
O -3.1650 -0.9183 0.2026
H 5.3939 3.3548 2.8927
H 5.7434 1.5908 3.4765
H 4.4122 1.8790 2.0561
H 2.8297 3.1156 3.8741
H 4.1690 2.6953 5.1759
H 3.9049 0.0465 4.5556
H 2.5471 0.8811 5.5707
H 1.2759 -0.5134 3.9617
H 2.5094 -0.3270 2.5489
H 0.1745 -1.1999 2.2084
H -0.3332 1.8841 -0.2588
H -1.0158 0.2025 -0.7719
H 1.1583 -0.0970 -1.6253
H 1.3892 -0.8950 0.1072
H 1.7838 3.1734 -0.4528
H 3.2145 3.0534 0.5305
H -2.5941 0.2704 4.3744
H -0.9419 0.9801 5.0516
H -2.0296 -0.4298 6.4020
H -0.7144 2.9648 3.8920
H -0.4404 3.8176 2.1314
H -1.7711 5.2610 3.9053
H -3.2048 3.9993 3.9371
H -3.0829 6.3644 2.2360
H -3.9558 4.7626 1.6628
H -2.1200 5.1454 1.0501
H -3.8517 -1.1646 3.3102
H -2.6142 -2.3544 3.0638
H -2.8024 -1.7939 -0.1780
C 4.9019 0.3034 -4.4226
C 5.0964 1.5436 -3.6189
O 4.3809 2.5199 -4.3412
C 3.3801 1.8372 -4.9647
O 2.3962 2.3635 -5.4574
O 3.6093 0.4885 -4.9639
F 6.3996 1.9024 -3.5936
H 5.6267 0.2091 -5.2382
H 4.9443 -0.6007 -3.8093
H 4.7065 1.4821 -2.5973
C 1.1801 -2.1536 -7.2182
C 2.2062 -2.3236 -8.2858
O 3.4136 -1.9930 -7.6380
C 3.2162 -2.3222 -6.3306
O 4.1124 -2.4401 -5.5116
O 1.8908 -2.5119 -6.0501
F 2.0069 -1.4418 -9.2910
H 0.8304 -1.1198 -7.1274
H 0.3145 -2.8051 -7.3657
H 2.2708 -3.3400 -8.6886
C 1.0019 -7.1323 -7.9869
C 1.1964 -5.8922 -7.1832
O 0.4809 -4.9158 -7.9055
C -0.5199 -5.5986 -8.5289
O -1.5038 -5.0722 -9.0217
O -0.2907 -6.9472 -8.5282
F 2.4996 -5.5333 -7.1579
H 1.7267 -7.2266 -8.8025
H 1.0443 -8.0364 -7.3736
H 0.8065 -5.9537 -6.1616
C -5.2355 2.7860 -1.8314
C -4.5201 3.7857 -2.6743
O -5.0859 5.0148 -2.2795
C -5.4585 4.8330 -0.9815
O -5.7319 5.7410 -0.2143
O -5.4811 3.5081 -0.6413
F -4.7911 3.5935 -3.9848
H -6.1891 2.4694 -2.2670
H -4.6285 1.8985 -1.6332
H -3.4365 3.8118 -2.5174
C -2.8590 -2.9683 8.3256
C -2.9257 -4.1958 9.1687
O -3.8074 -3.8346 10.2074
C -4.6438 -2.9104 9.6572
O -5.7039 -2.5657 10.1526
O -4.1536 -2.4216 8.4772
F -1.7192 -4.4740 9.7116
H -2.1165 -2.2477 8.6845
H -2.6495 -3.1951 7.2768
H -3.3125 -5.0779 8.6474

Löwdin population analysis, charges in e, atoms 1 to 99: atom 1 (C): -0.1439, atom 2 (C): -0.2631, atom 3 (C): -0.2017, atom 4 (C): -0.3476, atom 5 (O): -0.4658, atom 6 (Nb): 1.6972, atom 7 (C): -0.3712, atom 8 (C): -0.2030, atom 9 (C): -0.2960, atom 10 (N): 0.0744, atom 11 (O): -0.1305, atom 12 (C): -0.3427, atom 13 (O): -0.3252, atom 14 (O): -0.1531, atom 15 (O): -0.4501, atom 16 (C): -0.3200, atom 17 (C): -0.2314, atom 18 (C): -0.1404, atom 19 (B): -0.5294, atom 20 (N): 0.0146, atom 21 (O): -0.1117, atom 22 (H): 0.0690, atom 23 (H): 0.0752, atom 24 (H): 0.0588, atom 25 (H): 0.1057, atom 26 (H): 0.0986, atom 27 (H): 0.1128, atom 28 (H): 0.1120, atom 29 (H): 0.0787, atom 30 (H): 0.1117, atom 31 (H): -0.0506, atom 32 (H): 0.0435, atom 33 (H): 0.0416, atom 34 (H): 0.1120, atom 35 (H): 0.0914, atom 36 (H): 0.0879, atom 37 (H): 0.0838, atom 38 (H): 0.0655, atom 39 (H): 0.0869, atom 40 (H): 0.1181, atom 41 (H): 0.0943, atom 42 (H): 0.1212, atom 43 (H): 0.1008, atom 44 (H): 0.1066, atom 45 (H): 0.0762, atom 46 (H): 0.0683, atom 47 (H): 0.0767, atom 48 (H): 0.0463, atom 49 (H): 0.0432, atom 50 (H): 0.0995, atom 51 (C): -0.0822, atom 52 (C): -0.3263, atom 53 (O): 0.1412, atom 54 (C): -0.4999, atom 55 (O): 0.1319, atom 56 (O): 0.0608, atom 57 (F): 0.0748, atom 58 (H): 0.1485, atom 59 (H): 0.1428, atom 60 (H): 0.1457, atom 61 (C): -0.0744, atom 62 (C): -0.3322, atom 63 (O): 0.1468, atom 64 (C): -0.5020, atom 65 (O): 0.1360, atom 66 (O): 0.0787, atom 67 (F): 0.0836, atom 68 (H): 0.1567, atom 69 (H): 0.1284, atom 70 (H): 0.1591, atom 71 (C): -0.0709, atom 72 (C): -0.3167, atom 73 (O): 0.0938, atom 74 (C): -0.4891, atom 75 (O): 0.1567, atom 76 (O): 0.0816, atom 77 (F): 0.0903, atom 78 (H): 0.1510, atom 79 (H): 0.1480, atom 80 (H): 0.1865, atom 81 (C): -0.0712, atom 82 (C): -0.3310, atom 83 (O): 0.1366, atom 84 (C): -0.5086, atom 85 (O): 0.1310, atom 86 (O): 0.0732, atom 87 (F): 0.0742, atom 88 (H): 0.1471, atom 89 (H): 0.1491, atom 90 (H): 0.1799, atom 91 (C): -0.0844, atom 92 (C): -0.3325, atom 93 (O): 0.1368, atom 94 (C): -0.5042, atom 95 (O): 0.1375, atom 96 (O): 0.0759, atom 97 (F): 0.0786, atom 98 (H): 0.1481, atom 99 (H): 0.1431



5.
Below is a molecular structure, C17H16Br2N2O2Sc, with properties calculated with ωB97M-V/def2-TZVPD.

Summary:
Frontier orbital gap in Eh: 0.268
Highest occupied orbital energy in Ha: -0.402
M in g/mol: 485.091
DFT total energy in eV: -185746.1933
F_max in eV/A: 3.062
Charge: +1

Atoms and positions in Å:
Sc -14.8566 2.0218 0.9259
O -13.7800 0.5935 0.0175
C -13.4452 -0.6805 0.2107
C -12.2924 -1.2619 -0.3694
C -12.0505 -2.6144 -0.1730
C -12.9074 -3.3877 0.6132
C -13.9531 -2.8219 1.3048
C -14.2820 -1.4667 1.1037
C -15.3553 -0.9932 1.8621
N -15.5988 0.2921 2.0930
C -16.6251 0.6509 3.0920
C -17.3129 2.0496 2.8387
N -16.8152 2.7555 1.6695
C -17.4333 3.8411 1.2210
C -17.5722 4.1746 -0.1373
C -18.4695 5.2089 -0.5603
C -18.5914 5.4820 -1.8937
C -17.7518 4.8421 -2.8199
C -16.7948 3.9662 -2.4421
C -16.6882 3.5449 -1.0975
O -15.6663 2.7663 -0.7296
H -11.5968 -0.6062 -0.9579
H -11.2888 -3.1020 -0.7678
H -12.7265 -4.4636 0.7967
H -14.4873 -3.4852 2.0004
H -16.0738 -1.7494 2.2094
H -17.4191 -0.1105 3.1588
H -16.1431 0.6545 4.1025
H -18.3801 1.8693 2.7937
H -17.1717 2.6814 3.7527
H -17.7286 4.5519 1.9802
H -19.0455 5.7664 0.1588
H -19.2908 6.2356 -2.2993
H -17.8435 5.0403 -3.8705
H -16.0628 3.5777 -3.1464
Br -12.8381 2.2282 3.1373
C -11.9920 3.8085 2.4119
Br -13.0042 4.2051 0.7108
H -10.9324 3.5367 2.2297
H -12.1170 4.6098 3.1382

Löwdin charges, unit e, in atom order: atom 1 (Sc): 0.8060, atom 2 (O): -0.1963, atom 3 (C): -0.2830, atom 4 (C): 0.0007, atom 5 (C): -0.0578, atom 6 (C): -0.0896, atom 7 (C): -0.0386, atom 8 (C): -0.1502, atom 9 (C): -0.0530, atom 10 (N): -0.0810, atom 11 (C): -0.1757, atom 12 (C): -0.1869, atom 13 (N): -0.0960, atom 14 (C): -0.0515, atom 15 (C): -0.1298, atom 16 (C): -0.0192, atom 17 (C): -0.0746, atom 18 (C): -0.0591, atom 19 (C): -0.0067, atom 20 (C): -0.2649, atom 21 (O): -0.1976, atom 22 (H): 0.1375, atom 23 (H): 0.1131, atom 24 (H): 0.1184, atom 25 (H): 0.1268, atom 26 (H): 0.1487, atom 27 (H): 0.1185, atom 28 (H): 0.1259, atom 29 (H): 0.1153, atom 30 (H): 0.1268, atom 31 (H): 0.1428, atom 32 (H): 0.1160, atom 33 (H): 0.1218, atom 34 (H): 0.1141, atom 35 (H): 0.1292, atom 36 (Br): 0.7184, atom 37 (C): -0.8521, atom 38 (Br): 0.7201, atom 39 (H): 0.0409, atom 40 (H): 0.0227